# 1
The following is a quantum chemistry calculation of a 3-piece molecular cluster, C4H15N2O2S overall in a non-equilibrium geometry, from the Open Molecules 2025 dataset.

Computed properties:
Orbital gap in eV: 6.33
Charge: -1
ΔE to the lowest compared entry with this formula, charge and spin in kJ/mol: 0.0
DFT total energy in Ha: -819.60638
LUMO level in eV: 3.4

Cartesian coordinates (Å):
C (0.75, -0.57, 1.06)
N (-0.37, 0.15, 0.45)
C (-1.58, 0.04, 1.24)
C (-2.81, 0.48, 0.40)
S (-2.72, -0.13, -1.33)
C (2.03, 0.08, 0.63)
N (2.28, -0.32, -0.84)
H (0.69, -1.63, 0.77)
H (0.66, -0.69, 2.17)
H (-0.62, -0.31, -0.43)
H (-1.65, -0.96, 1.70)
H (-1.68, 0.72, 2.11)
H (-3.74, 0.12, 0.81)
H (-2.79, 1.59, 0.39)
H (1.89, 1.17, 0.66)
H (2.93, -0.24, 1.11)
H (3.28, -0.48, -0.96)
H (2.16, 0.48, -1.46)
H (-0.26, 2.34, -2.11)
H (-0.22, 2.19, -0.62)
O (0.19, 2.72, -1.33)
H (1.08, -1.95, -1.00)
H (-0.10, -2.16, -1.93)
O (0.61, -2.65, -1.50)

Atom charges from the Mulliken analysis, given in e for atoms 1 to 6: -1.2436 0.1892 -0.7577 -0.7092 -0.6590 -0.4132

# 2
The following is a quantum chemistry calculation of a single C3H8OS molecule in a non-equilibrium geometry, from the Open Molecules 2025 dataset.

Computed properties:
Orbital gap in eV: 9.87
Structure (SMILES): OCCCS
ΔE to the lowest compared entry with this formula, charge and spin in kJ/mol: 75.2
DFT total energy in Ha: -592.48942
LUMO level in eV: 0.8

Cartesian coordinates (Å):
C (-0.09, 1.23, -0.44)
C (-0.80, -0.10, -0.19)
C (0.14, -1.23, 0.35)
H (1.25, 2.10, 1.33)
H (0.84, 0.94, -0.86)
H (-0.67, 1.83, -1.12)
H (-1.31, -0.48, -1.20)
H (-1.57, 0.10, 0.54)
H (-0.48, -2.07, 0.68)
H (0.66, -0.85, 1.22)
H (1.18, -2.34, -0.62)
O (0.89, -1.48, -0.74)
S (-0.03, 2.34, 1.08)

Atom charges from the Mulliken analysis, given in e for atoms 1 to 6: -0.7795 -0.5050 -0.4281 0.1150 0.4290 0.2741

# 3
The following is a quantum chemistry calculation of a 2-piece molecular cluster, C4H8N2O4 overall in a non-equilibrium geometry, from the Open Molecules 2025 dataset.

Computed properties:
Orbital gap in eV: 10.55
Structure (SMILES): NC(=O)[C@H]1CNC(=O)O1.O
ΔE to the lowest compared entry with this formula, charge and spin in kJ/mol: 54.6
DFT total energy in Ha: -567.71389
LUMO level in eV: 0.4

Cartesian coordinates (Å):
N (3.70, -1.01, 0.85)
C (3.27, -1.88, 1.82)
O (2.33, -1.66, 2.57)
C (4.29, -2.95, 2.24)
C (3.61, -4.23, 2.75)
N (3.83, -5.11, 1.61)
C (4.82, -4.65, 0.80)
O (5.37, -5.21, -0.12)
O (5.11, -3.37, 1.15)
H (2.05, -1.50, -0.50)
H (3.96, -0.07, 1.14)
H (4.94, -2.49, 3.00)
H (4.09, -4.61, 3.66)
H (2.54, -4.07, 2.94)
H (3.67, -6.11, 1.67)
H (4.15, -1.33, 0.00)
O (1.51, -2.38, -0.39)
H (0.64, -2.10, -0.07)

Atom charges from the Mulliken analysis, given in e for atoms 1 to 6: -0.5067 0.4261 -0.5592 0.3980 -0.6275 -0.1834

# 4
The following is a quantum chemistry calculation of C17H31F3GaO12S as an isolated structure in a non-equilibrium geometry, from the Open Molecules 2025 dataset.

Computed properties:
Orbital gap in eV: 7.22
Charge: -1
DFT total energy in Ha: -4191.81818
LUMO level in eV: 2.4

Cartesian coordinates (Å):
C (-4.46, -0.98, -2.89)
C (-3.09, -1.18, -2.28)
O (-2.12, -0.45, -3.01)
C (-0.91, -0.37, -2.24)
C (0.27, 0.01, -3.11)
C (1.57, -0.60, -2.56)
C (2.14, 0.13, -1.34)
C (2.83, -0.88, -0.41)
Ga (1.46, -1.94, 0.63)
C (2.03, -2.24, 2.59)
O (3.12, -1.35, 2.95)
C (2.68, -0.11, 3.42)
O (3.44, 0.92, 2.85)
C (4.46, 1.42, 3.66)
C (4.07, 2.70, 4.36)
O (3.80, 3.68, 3.37)
S (0.88, -3.99, -0.39)
O (-0.55, -3.99, -0.62)
O (1.60, -4.23, -1.61)
F (1.22, -5.28, 0.55)
H (-4.40, -0.92, -3.97)
H (-5.01, -0.15, -2.48)
H (-5.05, -1.87, -2.68)
H (-2.84, -2.23, -2.27)
H (-3.10, -0.77, -1.27)
H (-1.02, 0.34, -1.41)
H (-0.73, -1.35, -1.82)
H (0.09, -0.46, -4.08)
H (0.34, 1.07, -3.28)
H (1.35, -1.62, -2.27)
H (2.29, -0.61, -3.37)
H (1.37, 0.65, -0.78)
H (2.85, 0.87, -1.70)
H (3.51, -0.38, 0.27)
H (3.38, -1.57, -1.05)
H (0.12, -1.08, 0.65)
H (1.21, -2.13, 3.29)
H (2.43, -3.24, 2.74)
H (1.64, 0.06, 3.16)
H (2.79, -0.12, 4.51)
H (5.35, 1.64, 3.06)
H (4.77, 0.71, 4.43)
H (4.93, 3.02, 4.96)
H (3.20, 2.52, 4.98)
H (3.17, 4.32, 3.73)
C (-2.66, 3.85, -5.48)
C (-2.37, 2.36, -5.44)
O (-1.16, 2.30, -4.72)
C (-1.15, 3.38, -3.87)
O (-0.42, 3.51, -2.95)
O (-2.09, 4.29, -4.25)
F (-2.17, 1.87, -6.69)
H (-2.16, 4.33, -6.32)
H (-3.73, 4.07, -5.51)
H (-3.13, 1.76, -4.93)
C (-2.53, -1.30, 5.22)
C (-3.50, -1.19, 4.07)
O (-2.88, -0.25, 3.22)
C (-1.52, -0.35, 3.43)
O (-0.70, 0.08, 2.71)
O (-1.28, -1.05, 4.57)
F (-4.71, -0.70, 4.47)
H (-2.71, -0.53, 5.97)
H (-2.53, -2.28, 5.69)
H (-3.66, -2.12, 3.52)

Atom charges from the Mulliken analysis, given in e for atoms 1 to 6: -1.3168 -0.0777 -0.3130 0.0620 -0.5081 -0.5780

# 5
The following is a quantum chemistry calculation of a single C6H10O molecule, from the Open Molecules 2025 dataset.

Computed properties:
Orbital gap in eV: 10.47
Structure (SMILES): CC1(O)CC=CC1
ΔE to the lowest compared entry with this formula, charge and spin in kJ/mol: 2.1
DFT total energy in Ha: -309.84156
LUMO level in eV: 1.0

Cartesian coordinates (Å):
C (1.84, -0.68, 0.17)
C (0.55, 0.13, 0.17)
O (0.91, 1.41, 0.68)
C (-0.59, -0.50, 0.99)
C (-1.83, 0.10, 0.35)
C (-1.55, 0.52, -0.88)
C (-0.11, 0.25, -1.23)
H (2.59, -0.19, -0.46)
H (1.65, -1.68, -0.21)
H (2.24, -0.75, 1.19)
H (0.11, 1.96, 0.68)
H (-0.60, -1.59, 0.83)
H (-0.48, -0.33, 2.07)
H (-2.80, 0.12, 0.83)
H (-2.27, 0.94, -1.58)
H (0.39, 1.00, -1.86)
H (-0.03, -0.71, -1.74)

Atom charges from the Mulliken analysis, given in e for atoms 1 to 6: -1.7372 1.0681 -0.5842 -0.7923 -0.3794 -0.3900

# 6
The following is a quantum chemistry calculation of a 6-piece molecular cluster, H13O6 overall in a non-equilibrium geometry, from the Open Molecules 2025 dataset.

Computed properties:
Orbital gap in eV: 10.89
Charge: +1
ΔE to the lowest compared entry with this formula, charge and spin in kJ/mol: 119.0
DFT total energy in Ha: -458.97303
LUMO level in eV: -3.2

Cartesian coordinates (Å):
O (2.61, -1.82, -0.63)
H (3.55, -1.68, -0.52)
H (2.57, -1.56, -1.56)
O (-1.46, 2.25, 2.28)
H (-2.33, 2.16, 2.67)
H (-1.18, 3.16, 2.40)
O (-0.80, 1.21, 0.07)
H (-0.95, 1.44, 1.03)
H (-1.67, 1.12, -0.37)
O (0.59, 3.05, -1.41)
H (0.93, 2.52, -0.68)
H (-0.24, 3.41, -1.13)
O (-0.86, -3.52, -0.25)
H (-1.19, -4.43, -0.22)
H (-0.39, -3.48, -1.09)
O (0.06, -1.09, -0.14)
H (-0.38, -1.74, 0.45)
H (1.03, -1.18, -0.06)
H (-0.39, -0.15, -0.32)

Atom charges from the Mulliken analysis, given in e for atoms 1 to 6: -0.6716 0.3155 0.3478 -0.6583 0.3280 0.3310

# 7
The following is a quantum chemistry calculation of a single C5H9NO2 molecule in a non-equilibrium geometry, from the Open Molecules 2025 dataset.

Computed properties:
Orbital gap in eV: 8.86
Structure (SMILES): C[C@@]12C[C@]1(C)ON2O
ΔE to the lowest compared entry with this formula, charge and spin in kJ/mol: 755.1
DFT total energy in Ha: -400.88916
LUMO level in eV: 0.9

Cartesian coordinates (Å):
C (-0.40, -1.18, 0.38)
C (-2.14, 0.72, 0.55)
C (1.81, -0.41, 0.57)
C (-1.10, -0.06, -0.19)
C (0.45, 0.10, 0.17)
O (1.50, 0.50, -1.97)
N (0.46, 0.92, -1.06)
O (-0.85, 0.37, -1.52)
H (1.80, 1.37, -2.29)
H (-0.61, -1.45, 1.41)
H (-0.22, -2.04, -0.26)
H (-1.88, 1.78, 0.58)
H (-2.27, 0.37, 1.58)
H (-3.10, 0.62, 0.04)
H (2.53, 0.41, 0.61)
H (1.80, -0.88, 1.56)
H (2.20, -1.15, -0.15)

Atom charges from the Mulliken analysis, given in e for atoms 1 to 6: -0.9615 -1.4370 -1.2140 1.2822 0.1936 -0.4406

# 8
The following is a quantum chemistry calculation of C11H17BN6O3SSn as an isolated structure in a non-equilibrium geometry, from the Open Molecules 2025 dataset.

Computed properties:
Orbital gap in eV: 5.07
Charge: +2
ΔE to the lowest compared entry with this formula, charge and spin in kJ/mol: 0.0
DFT total energy in Ha: -1620.36962
LUMO level in eV: -11.0

Cartesian coordinates (Å):
C (-0.81, -2.28, 1.66)
N (-0.22, -1.55, 0.69)
N (0.54, -2.41, -0.08)
C (0.39, -3.67, 0.36)
C (-0.47, -3.63, 1.46)
B (1.56, -1.86, -1.09)
N (0.82, -1.17, -2.26)
N (0.12, -0.03, -2.01)
C (-0.27, 0.49, -3.18)
C (0.13, -0.38, -4.19)
C (0.82, -1.42, -3.58)
Sn (-0.37, 0.60, 0.12)
N (2.38, -0.76, -0.33)
N (1.79, 0.30, 0.30)
C (2.75, 1.08, 0.83)
C (3.98, 0.46, 0.56)
C (3.70, -0.70, -0.16)
H (2.52, 2.00, 1.35)
H (4.31, -1.50, -0.58)
H (4.94, 0.80, 0.85)
H (2.29, -2.70, -1.49)
H (1.32, -2.31, -3.97)
H (0.93, -4.48, -0.13)
H (-0.05, -0.28, -5.24)
H (-0.79, -4.47, 2.02)
H (-0.79, 1.44, -3.26)
H (-1.39, -1.86, 2.47)
H (-1.38, 2.73, -0.60)
C (-2.44, 2.98, -0.80)
H (-2.53, 3.32, -1.84)
H (-3.10, 2.12, -0.65)
H (-2.74, 3.80, -0.13)
C (-2.77, 2.63, 3.18)
S (-1.83, 1.21, 2.62)
O (-1.39, 0.45, 3.76)
O (-2.60, 0.47, 1.59)
O (-0.61, 1.88, 1.91)
H (-3.73, 2.30, 3.61)
H (-2.89, 3.28, 2.30)
H (-2.12, 3.11, 3.92)

Atom charges from the Mulliken analysis, given in e for atoms 1 to 6: -0.0430 0.0894 0.0223 -0.0328 -1.0898 -0.0160

# 9
The following is a quantum chemistry calculation of a single C5H13NO molecule in a non-equilibrium geometry, from the Open Molecules 2025 dataset.

Computed properties:
Orbital gap in eV: 10.25
Structure (SMILES): C[C@H](N)CCCO
ΔE to the lowest compared entry with this formula, charge and spin in kJ/mol: 96.2
DFT total energy in Ha: -328.28220
LUMO level in eV: 0.9

Cartesian coordinates (Å):
C (0.46, 0.32, -2.30)
C (0.33, 0.72, -0.85)
C (0.81, -0.36, 0.10)
C (-0.34, -1.24, 0.64)
C (-1.03, -0.57, 1.83)
O (-2.41, -0.93, 1.83)
N (0.97, 2.04, -0.69)
H (1.49, 0.05, -2.51)
H (-0.14, -0.58, -2.52)
H (0.05, 1.10, -2.93)
H (-0.72, 0.94, -0.63)
H (1.28, 0.12, 0.97)
H (1.56, -1.03, -0.32)
H (-1.10, -1.22, -0.14)
H (0.06, -2.21, 0.87)
H (-0.93, 0.52, 1.69)
H (-0.57, -0.80, 2.79)
H (-2.68, -1.15, 2.73)
H (1.98, 1.98, -0.87)
H (0.90, 2.32, 0.29)

Atom charges from the Mulliken analysis, given in e for atoms 1 to 6: -1.4633 0.4757 -0.8753 -0.5198 -0.3643 -0.5267

# 10
The following is a quantum chemistry calculation of C3H6N2OS2 as an isolated structure in a non-equilibrium geometry, from the Open Molecules 2025 dataset.

Computed properties:
Orbital gap in eV: 8.30
ΔE to the lowest compared entry with this formula, charge and spin in kJ/mol: 389.0
DFT total energy in Ha: -1098.92576
LUMO level in eV: -0.4

Cartesian coordinates (Å):
C (-1.04, -0.03, 0.07)
C (1.65, -0.06, -0.17)
C (-1.19, -1.47, -0.12)
N (0.19, 1.97, -0.33)
N (-0.04, 0.70, -0.56)
O (-1.88, 0.51, 0.76)
S (2.04, -1.59, 0.10)
S (2.67, 1.23, 0.11)
H (-0.80, -1.84, -0.98)
H (-2.32, -1.60, -0.11)
H (-0.94, -2.09, 0.70)
H (-0.26, 2.60, -1.04)
H (-0.15, 2.25, 0.61)
H (3.70, 0.51, 0.03)

Atom charges from the Mulliken analysis, given in e for atoms 1 to 6: 0.7582 0.2745 -1.3007 -0.5316 -0.0489 -0.5919

# 11
The following is a quantum chemistry calculation of C20H19GeN3S2Tl as an isolated structure in a non-equilibrium geometry, from the Open Molecules 2025 dataset.

Computed properties:
Orbital gap in eV: 7.04
Charge: +3
DFT total energy in Ha: -3982.47848
LUMO level in eV: -10.2

Cartesian coordinates (Å):
Tl (-0.76, 3.17, -0.10)
C (-6.37, 0.89, 3.47)
S (-5.98, 0.72, 1.71)
C (-4.23, 1.18, 1.57)
S (-5.15, 2.58, 1.14)
N (-3.18, 0.57, 1.72)
N (-1.92, 1.08, 1.51)
C (-1.04, 0.37, 2.11)
C (0.39, 0.67, 2.15)
C (1.14, 0.04, 3.13)
C (2.46, 0.42, 3.32)
C (3.00, 1.40, 2.51)
C (2.20, 1.93, 1.49)
N (0.92, 1.58, 1.31)
H (-7.32, 0.37, 3.61)
H (-6.49, 1.94, 3.73)
H (-5.59, 0.42, 4.07)
H (-1.36, -0.49, 2.71)
H (0.69, -0.71, 3.76)
H (3.06, -0.03, 4.10)
H (4.01, 1.76, 2.64)
H (2.59, 2.67, 0.81)
Ge (1.81, 0.04, -1.33)
C (1.27, -1.60, -0.48)
C (2.25, -2.19, 0.33)
C (2.06, -3.48, 0.79)
C (0.91, -4.18, 0.45)
C (-0.06, -3.59, -0.36)
C (0.11, -2.30, -0.83)
C (1.29, 0.70, -3.05)
C (2.28, 1.41, -3.74)
C (2.13, 1.66, -5.09)
C (0.99, 1.22, -5.75)
C (-0.01, 0.53, -5.06)
C (0.13, 0.26, -3.71)
H (3.20, 0.54, -0.88)
H (3.15, -1.65, 0.59)
H (2.82, -3.95, 1.40)
H (0.77, -5.19, 0.80)
H (-0.94, -4.15, -0.64)
H (-0.64, -1.85, -1.47)
H (3.17, 1.75, -3.22)
H (2.90, 2.20, -5.63)
H (0.87, 1.42, -6.80)
H (-0.88, 0.18, -5.60)
H (-0.65, -0.28, -3.19)

Atom charges from the Mulliken analysis, given in e for atoms 1 to 6: 0.8543 -0.8131 0.2127 0.6192 0.0400 -0.6918

# 12
The following is a quantum chemistry calculation of C5H13O3V as an isolated structure in a non-equilibrium geometry, from the Open Molecules 2025 dataset.

Computed properties:
Orbital gap (spin up / spin down) in eV: 8.29 / 9.42
Charge: +1
ΔE to the lowest compared entry with this formula, charge and spin in kJ/mol: 289.9
Multiplicity: 4
DFT total energy in Ha: -1367.60428
LUMO level (spin up / spin down) in eV: -3.7 / -3.8

Cartesian coordinates (Å):
C (-2.49, -0.36, 0.05)
O (-1.59, 0.49, -0.64)
C (-1.62, 1.91, -0.42)
H (-1.89, -1.04, 0.67)
H (-3.06, 0.21, 0.79)
H (-3.21, -0.74, -0.68)
H (-1.70, 2.88, -0.94)
H (-2.65, 2.06, -0.06)
V (0.16, 0.38, -1.39)
O (1.23, 1.62, -0.38)
H (-0.33, 2.38, 0.13)
C (0.51, -2.29, -0.02)
O (1.07, -1.04, -0.42)
C (1.96, -0.45, 0.54)
C (2.38, 0.93, 0.05)
H (-0.34, -2.55, -0.65)
H (1.31, -3.04, 0.04)
H (0.05, -2.20, 0.98)
H (2.82, -1.12, 0.69)
H (1.38, -0.33, 1.47)
H (3.16, 0.84, -0.72)
H (2.85, 1.46, 0.90)

Atom charges from the Mulliken analysis, given in e for atoms 1 to 6: -0.6848 -0.2138 -0.8601 0.2142 0.3478 0.2962

Repeat the first record exactly.
The following is a quantum chemistry calculation of a 3-piece molecular cluster, C4H15N2O2S overall in a non-equilibrium geometry, from the Open Molecules 2025 dataset.

Computed properties:
Orbital gap in eV: 6.33
Charge: -1
ΔE to the lowest compared entry with this formula, charge and spin in kJ/mol: 0.0
DFT total energy in Ha: -819.60638
LUMO level in eV: 3.4

Cartesian coordinates (Å):
C (0.75, -0.57, 1.06)
N (-0.37, 0.15, 0.45)
C (-1.58, 0.04, 1.24)
C (-2.81, 0.48, 0.40)
S (-2.72, -0.13, -1.33)
C (2.03, 0.08, 0.63)
N (2.28, -0.32, -0.84)
H (0.69, -1.63, 0.77)
H (0.66, -0.69, 2.17)
H (-0.62, -0.31, -0.43)
H (-1.65, -0.96, 1.70)
H (-1.68, 0.72, 2.11)
H (-3.74, 0.12, 0.81)
H (-2.79, 1.59, 0.39)
H (1.89, 1.17, 0.66)
H (2.93, -0.24, 1.11)
H (3.28, -0.48, -0.96)
H (2.16, 0.48, -1.46)
H (-0.26, 2.34, -2.11)
H (-0.22, 2.19, -0.62)
O (0.19, 2.72, -1.33)
H (1.08, -1.95, -1.00)
H (-0.10, -2.16, -1.93)
O (0.61, -2.65, -1.50)

Atom charges from the Mulliken analysis, given in e for atoms 1 to 6: -1.2436 0.1892 -0.7577 -0.7092 -0.6590 -0.4132

Which value of DFT total energy does entry 5 give?
-309.84156 Ha